# C10H16BNO2

One molecule with the formula C10H16BNO2 at a distorted geometry (wB97M-V/def2-TZVPD, OMol25).

relative energy (zero: lowest compared OMol25 entry of this formula, charge and spin) = 49.1 kJ/mol
lowest unoccupied orbital energy = 0.6 eV
frontier orbital gap = 9.64 eV
structure (SMILES) = C/C=C/[C@@H](C#N)B1OCC(C)(C)CO1

Last column: Mulliken charge in e.
Cartesian coordinates (Å):
1 B 0.333 0.223 0.093  0.5895
2 C -1.894 1.143 -0.171  0.1627
3 C -0.427 3.895 -1.312  0.0763
4 C -0.432 2.544 -1.320  -0.4579
5 C 0.524 -2.014 -0.670  -0.7886
6 C 1.414 -1.168 1.592  -0.9784
7 C 0.613 -2.293 0.931  1.7344
8 C -0.611 4.776 -2.437  -1.1955
9 C 1.196 -3.693 1.134  -1.9578
10 C -0.803 -2.235 1.539  -1.3983
11 C -0.538 1.695 -0.106  0.2835
12 N -2.979 0.772 -0.264  -0.5635
13 O 0.268 -0.708 -0.928  -0.3535
14 O 1.005 0.165 1.262  -0.3912
15 H -0.439 4.279 -0.273  0.3009
16 H -0.355 2.063 -2.364  0.1400
17 H 1.550 -2.239 -1.076  0.3631
18 H -0.255 -2.759 -1.171  0.2636
19 H 1.465 -1.257 2.753  0.2204
20 H 2.451 -1.302 1.390  0.4666
21 H -1.672 4.901 -2.311  0.2587
22 H -0.077 5.679 -2.242  0.3602
23 H -0.454 4.268 -3.397  0.3140
24 H 1.184 -4.079 2.175  0.4289
25 H 2.223 -3.922 0.846  0.4028
26 H 0.588 -4.421 0.590  0.4479
27 H -1.554 -2.230 0.706  0.2757
28 H -0.917 -1.262 2.052  0.2985
29 H -0.961 -3.072 2.194  0.4561
30 H -0.445 2.251 0.785  0.2412